*w*
{
  "formula": "H30O15",
  "method": "ωB97M-V/def2-TZVPD",
  "orbital_gap_ev": 9.457,
  "species": ["O", "O", "O", "O", "O", "O", "O", "O", "O", "O", "O", "O", "O", "O", "O", "H", "H", "H", "H", "H", "H", "H", "H", "H", "H", "H", "H", "H", "H", "H", "H", "H", "H", "H", "H", "H", "H", "H", "H", "H", "H", "H", "H", "H", "H"],
  "positions_angstrom": [[2.627, -2.088, -1.716], [1.915, 2.726, -0.214], [1.863, -1.417, 1.181], [-3.489, -1.370, -1.159], [0.548, -1.207, 3.495], [0.968, -3.761, -0.359], [-2.120, -0.145, 1.558], [-0.168, -0.387, -0.405], [-1.073, -0.558, -3.074], [-2.836, 2.715, 1.424], [0.083, 1.554, 2.403], [0.455, 2.464, -3.037], [-0.987, -3.102, 1.452], [-1.165, 2.260, -0.542], [2.838, 0.619, -1.519], [-1.081, -2.223, 1.745], [1.019, 1.598, 2.236], [-1.768, -3.320, 0.969], [1.009, -1.289, 2.642], [0.427, 3.426, -3.066], [0.989, 3.025, -0.136], [0.556, -2.083, 3.891], [2.549, 1.258, -0.862], [0.600, -0.827, 0.011], [-1.102, 3.197, -0.652], [0.241, -3.410, 0.131], [-0.666, -0.578, -2.235], [-2.180, 2.439, 0.794], [2.204, -0.624, 1.622], [-4.181, -0.884, -1.525], [-3.672, 2.413, 1.108], [1.451, -3.078, -0.740], [-0.035, 2.292, -2.256], [2.439, -1.169, -1.572], [-1.966, 1.965, -1.008], [-1.680, 0.571, 1.973], [2.305, 3.283, 0.470], [2.799, 1.094, -2.363], [-2.753, -1.109, -1.678], [-0.967, -1.471, -3.348], [-1.551, -0.377, 0.842], [0.036, 1.522, 3.375], [2.448, -2.156, 1.318], [3.277, -2.304, -1.049], [-0.207, 0.516, -0.125]],
  "mulliken_charge": [-0.701, -0.610, -0.621, -0.576, -0.608, -0.667, -0.698, 0.346, -0.683, -0.637, -0.516, -0.573, -0.704, -0.800, -0.663, 0.315, 0.228, 0.335, 0.424, 0.317, 0.230, 0.306, 0.349, -0.121, 0.294, 0.397, 0.242, 0.425, 0.256, 0.258, 0.314, 0.372, 0.294, 0.384, 0.347, 0.325, 0.272, 0.283, 0.326, 0.348, 0.334, 0.260, 0.208, 0.301, 0.088]
}

=====

*x*
{
  "formula": "H30O15",
  "method": "ωB97M-V/def2-TZVPD",
  "orbital_gap_ev": 6.820,
  "species": ["O", "O", "O", "O", "O", "O", "O", "O", "O", "O", "O", "O", "O", "O", "O", "H", "H", "H", "H", "H", "H", "H", "H", "H", "H", "H", "H", "H", "H", "H", "H", "H", "H", "H", "H", "H", "H", "H", "H", "H", "H", "H", "H", "H", "H"],
  "positions_angstrom": [[1.970, -2.564, 0.651], [-0.597, 1.880, 1.521], [-0.393, -1.476, -2.815], [-2.217, 2.852, -3.921], [-3.837, 2.008, 2.071], [0.288, -4.757, -1.251], [-2.238, -2.164, 3.666], [1.720, -0.768, -1.954], [2.773, 2.957, -2.566], [-1.923, -1.917, -2.022], [-0.898, -0.368, -0.657], [-2.660, 0.823, 3.745], [2.554, 2.692, -0.205], [1.760, -0.478, 3.683], [4.058, 0.280, 0.155], [0.940, -0.899, 3.400], [1.990, 3.421, 0.075], [-1.354, -2.547, 3.659], [-3.612, 2.317, 1.186], [3.178, -0.102, 0.251], [2.947, 3.413, -3.398], [1.441, -2.089, 1.302], [-0.829, 1.110, 2.053], [2.408, -1.866, 0.150], [0.080, -2.079, -2.230], [-1.045, -0.428, 0.293], [1.973, 2.138, -0.739], [2.253, -0.352, 2.864], [-2.547, 3.758, -3.928], [-0.676, -4.771, -1.257], [-0.555, 2.601, 2.159], [0.508, -3.845, -1.030], [1.958, 2.470, -2.732], [-2.316, 0.003, 3.373], [-1.674, -2.822, -2.238], [-1.943, 2.709, -3.008], [-3.030, 2.148, 2.580], [0.300, -0.924, -3.194], [3.893, 1.220, 0.025], [-3.581, 0.621, 3.947], [1.935, 0.105, -1.608], [-1.543, -1.771, -1.149], [-2.571, -2.327, 2.776], [2.131, -0.782, -2.826], [-1.022, 0.567, -0.855]],
  "mulliken_charge": [-0.587, -0.497, -0.579, -0.605, -0.596, -0.616, -0.659, -0.485, -0.560, -0.583, -0.301, -0.670, -0.576, -0.583, -0.590, 0.251, 0.256, 0.315, 0.278, 0.148, 0.284, 0.241, 0.201, 0.285, 0.254, 0.185, 0.247, 0.346, 0.325, 0.313, 0.264, 0.316, 0.293, 0.316, 0.284, 0.281, 0.378, 0.290, 0.430, 0.338, 0.230, 0.355, 0.336, 0.258, 0.188]
}

=====

*y*
{
  "formula": "H30O15",
  "method": "ωB97M-V/def2-TZVPD",
  "orbital_gap_ev": 7.707,
  "species": ["O", "O", "O", "O", "O", "O", "O", "O", "O", "O", "O", "O", "O", "O", "O", "H", "H", "H", "H", "H", "H", "H", "H", "H", "H", "H", "H", "H", "H", "H", "H", "H", "H", "H", "H", "H", "H", "H", "H", "H", "H", "H", "H", "H", "H"],
  "positions_angstrom": [[1.719, -3.511, 0.348], [4.131, 2.028, 1.644], [2.328, -1.172, -2.703], [-3.148, 1.801, 0.184], [4.743, -0.060, -0.825], [-2.959, -1.173, 2.838], [-0.136, -3.282, -1.846], [1.176, 0.153, -1.783], [-5.059, 1.030, -0.796], [1.197, -2.456, 2.698], [-0.439, 1.026, -0.318], [-1.489, 4.556, -1.344], [0.468, 1.138, 1.224], [-3.945, -3.147, -0.517], [1.100, 3.874, 0.867], [0.357, 1.867, 1.845], [4.900, 0.799, -0.417], [2.091, -3.518, 1.237], [-4.864, 1.894, -1.176], [-5.829, 0.726, -1.289], [-2.529, -1.769, 2.215], [-2.817, -1.588, 3.696], [-3.060, -3.423, -0.781], [2.252, -1.828, -3.406], [-1.029, 5.230, -1.857], [5.084, 2.024, 1.502], [-2.614, 2.098, 0.929], [-0.071, 0.137, -0.351], [-1.240, 0.968, -0.851], [3.197, -1.336, -2.322], [-4.145, -2.409, -1.104], [0.417, -2.848, 3.108], [1.438, 0.566, -0.952], [3.846, 1.157, 1.346], [-0.780, 4.029, -0.960], [-0.402, -3.987, -2.447], [-3.481, 0.941, 0.462], [1.905, -3.078, 2.899], [-0.813, -3.291, -1.159], [0.968, 4.428, 0.089], [0.332, 4.059, 1.419], [0.811, -0.698, -1.517], [4.093, 0.122, -1.513], [1.415, 0.958, 1.239], [0.887, -3.035, 0.445]],
  "mulliken_charge": [-0.541, -0.598, -0.419, -0.590, -0.632, -0.581, -0.528, -0.671, -0.594, -0.640, -0.261, -0.597, -0.383, -0.625, -0.572, 0.132, 0.277, 0.271, 0.301, 0.270, 0.298, 0.287, 0.292, 0.184, 0.302, 0.295, 0.231, 0.106, 0.165, 0.270, 0.325, 0.307, 0.296, 0.319, 0.286, 0.262, 0.349, 0.306, 0.275, 0.238, 0.327, 0.434, 0.307, 0.226, 0.294]
}

=====

Quick ranking, most stable first: *w*, *x*, *y*.

=====

*w*
{
  "formula": "H30O15",
  "method": "ωB97M-V/def2-TZVPD",
  "orbital_gap_ev": 9.254,
  "species": ["O", "O", "O", "O", "O", "O", "O", "O", "O", "O", "O", "O", "O", "O", "O", "H", "H", "H", "H", "H", "H", "H", "H", "H", "H", "H", "H", "H", "H", "H", "H", "H", "H", "H", "H", "H", "H", "H", "H", "H", "H", "H", "H", "H", "H"],
  "positions_angstrom": [[-0.762, -3.311, -1.676], [3.368, -1.107, -0.287], [0.296, 2.138, -2.261], [-0.191, 0.022, 0.343], [-1.757, 2.612, 0.309], [-1.497, -2.387, 1.590], [-0.390, 1.845, 2.734], [0.902, -1.236, -1.776], [-2.946, -1.342, -0.410], [0.874, -3.160, 0.709], [1.616, -0.848, 1.997], [-3.482, 0.774, 1.167], [2.569, 1.218, -1.099], [-1.778, 0.223, -2.184], [1.446, 2.833, 0.804], [-3.062, -0.599, 0.167], [0.930, -0.985, -2.704], [1.464, -3.447, -0.023], [2.304, 1.488, -0.204], [3.976, -0.851, 0.350], [0.069, 2.097, 1.939], [0.227, -0.193, -0.483], [-1.306, -1.795, 2.292], [1.657, -0.680, 2.938], [-0.018, -2.719, -1.523], [-1.024, 2.531, 2.880], [-0.549, 0.907, 0.180], [1.932, 3.408, 0.261], [0.793, -0.542, 1.623], [-1.970, 2.735, -0.602], [1.806, -1.517, -1.649], [-2.090, -1.619, -0.146], [2.061, 2.659, 1.546], [-2.778, 1.378, 0.993], [-0.650, -4.083, -1.132], [-0.336, 1.402, -2.130], [-0.645, -2.630, 1.273], [2.982, -0.215, -0.557], [1.149, -2.230, 0.872], [-2.078, -0.382, -1.478], [3.392, 1.726, -1.185], [-4.188, 0.987, 0.499], [-1.254, -0.266, -2.844], [1.116, 1.834, -1.876], [-2.177, 3.323, 0.760]],
  "mulliken_charge": [-0.638, -0.702, -0.707, 0.925, -0.604, -0.674, -0.599, -0.764, -0.806, -0.783, -0.672, -0.764, -0.771, -0.777, -0.775, 0.565, 0.255, 0.328, 0.373, 0.271, 0.258, 0.012, 0.327, 0.289, 0.414, 0.318, -0.113, 0.303, 0.088, 0.216, 0.271, 0.362, 0.283, 0.474, 0.330, 0.347, 0.416, 0.435, 0.376, 0.323, 0.316, 0.309, 0.278, 0.429, 0.258]
}

=====

*x*
{
  "formula": "H30O15",
  "method": "ωB97M-V/def2-TZVPD",
  "orbital_gap_ev": 9.391,
  "species": ["O", "O", "O", "O", "O", "O", "O", "O", "O", "O", "O", "O", "O", "O", "O", "H", "H", "H", "H", "H", "H", "H", "H", "H", "H", "H", "H", "H", "H", "H", "H", "H", "H", "H", "H", "H", "H", "H", "H", "H", "H", "H", "H", "H", "H"],
  "positions_angstrom": [[-24.019, 4.731, -43.720], [-21.916, 9.543, -46.065], [-24.138, 8.257, -44.756], [-26.532, 10.320, -47.012], [-21.015, 7.679, -44.018], [-26.652, 6.823, -44.928], [-21.982, 9.860, -43.013], [-27.883, 7.816, -42.607], [-22.907, 6.598, -42.516], [-25.009, 5.716, -45.895], [-24.398, 11.653, -44.262], [-24.767, 8.739, -47.519], [-28.290, 8.565, -45.316], [-22.911, 7.285, -47.027], [-25.221, 7.595, -40.479], [-21.150, 9.522, -46.525], [-23.564, 6.951, -46.506], [-27.326, 7.716, -43.477], [-27.667, 8.997, -45.925], [-23.918, 11.824, -45.057], [-21.226, 7.767, -44.874], [-22.366, 8.674, -46.222], [-23.812, 7.775, -43.944], [-21.980, 6.686, -42.786], [-26.736, 10.905, -47.658], [-24.144, 7.992, -47.079], [-27.469, 7.383, -41.809], [-29.160, 8.801, -44.985], [-24.425, 5.189, -44.417], [-25.330, 8.214, -47.940], [-25.114, 8.049, -44.800], [-24.373, 10.685, -44.303], [-23.094, 5.729, -42.895], [-24.594, 7.989, -39.895], [-20.045, 7.395, -44.285], [-25.886, 6.065, -45.795], [-23.485, 3.995, -43.966], [-25.690, 9.876, -47.101], [-25.158, 5.017, -46.468], [-21.574, 9.451, -43.647], [-22.588, 6.787, -47.917], [-27.132, 6.080, -44.648], [-27.416, 7.358, -45.510], [-22.638, 10.072, -43.604], [-24.822, 7.395, -41.322]],
  "mulliken_charge": [-0.702, -0.542, 0.174, -0.621, -0.594, -0.953, -0.627, -0.700, -0.607, -0.650, -0.647, -0.734, -0.602, -0.690, -0.662, 0.283, 0.549, 0.442, 0.351, 0.354, 0.246, 0.283, 0.149, 0.262, 0.206, 0.082, 0.310, 0.266, 0.433, 0.272, 0.074, 0.211, 0.399, 0.286, 0.292, 0.287, 0.301, 0.457, 0.225, 0.332, 0.345, 0.344, 0.473, 0.304, 0.337]
}

=====

*y*
{
  "formula": "H30O15",
  "method": "ωB97M-V/def2-TZVPD",
  "orbital_gap_ev": 10.429,
  "species": ["O", "O", "O", "O", "O", "O", "O", "O", "O", "O", "O", "O", "O", "O", "O", "H", "H", "H", "H", "H", "H", "H", "H", "H", "H", "H", "H", "H", "H", "H", "H", "H", "H", "H", "H", "H", "H", "H", "H", "H", "H", "H", "H", "H", "H"],
  "positions_angstrom": [[-2.190, 1.009, -1.544], [-3.397, -0.528, 0.689], [0.646, 0.196, 0.042], [0.402, 0.085, -2.602], [3.513, 1.151, 2.473], [-0.083, -3.191, -0.113], [1.942, -0.648, 3.043], [-0.840, 2.700, 1.507], [-3.150, -1.203, -2.088], [-3.160, 1.980, 2.234], [-1.461, -0.630, -4.043], [3.624, -1.287, -0.926], [2.253, 1.688, -0.076], [4.981, 1.634, -0.555], [-3.229, -2.514, 2.138], [-3.254, -2.247, 1.203], [2.916, -1.488, -0.297], [4.567, 1.301, 0.232], [-0.212, -3.897, -0.794], [2.844, 2.297, 0.376], [-1.823, 1.399, -2.340], [1.162, -1.175, 2.633], [-2.766, 2.740, 1.826], [0.788, 0.433, 0.920], [-2.629, 1.147, 2.024], [-2.117, 1.847, -0.936], [-3.569, 0.466, 0.724], [-2.337, -1.725, -1.922], [2.479, 1.773, -1.046], [-0.282, 0.405, -0.169], [-0.213, 2.265, 2.126], [3.019, 0.508, 1.931], [5.865, 1.270, -0.453], [0.822, -0.633, -3.105], [2.703, -1.112, 2.808], [3.711, -0.318, -0.899], [-3.461, -1.371, -3.019], [-2.643, -1.903, 2.633], [-0.712, -3.344, 0.577], [-4.134, -0.908, 0.265], [-2.234, -0.897, -4.581], [-0.422, 2.695, 0.652], [0.774, -0.272, -1.713], [-1.748, -0.763, -3.103], [3.055, 1.065, 3.266]],
  "mulliken_charge": [-0.508, -0.591, -0.338, -0.605, -0.660, -0.567, -0.711, -0.599, -0.611, -0.645, -0.650, -0.665, -0.564, -0.595, -0.617, 0.358, 0.306, 0.288, 0.282, 0.321, 0.292, 0.287, 0.335, 0.086, 0.303, 0.239, 0.288, 0.334, 0.278, 0.152, 0.281, 0.457, 0.293, 0.325, 0.318, 0.376, 0.224, 0.283, 0.310, 0.251, 0.277, 0.294, 0.352, 0.437, 0.297]
}

=====

*z*
{
  "formula": "H30O15",
  "method": "ωB97M-V/def2-TZVPD",
  "orbital_gap_ev": 9.534,
  "species": ["O", "O", "O", "O", "O", "O", "O", "O", "O", "O", "O", "O", "O", "O", "O", "H", "H", "H", "H", "H", "H", "H", "H", "H", "H", "H", "H", "H", "H", "H", "H", "H", "H", "H", "H", "H", "H", "H", "H", "H", "H", "H", "H", "H", "H"],
  "positions_angstrom": [[-3.268, -1.525, 5.814], [-1.539, 1.612, 3.329], [-3.794, 0.801, 7.953], [-3.709, 0.966, 4.822], [-1.100, 0.642, 6.538], [3.179, 2.101, 7.178], [-1.794, 3.114, 6.145], [-0.588, -2.133, 5.983], [-2.295, -1.355, 8.404], [0.810, 1.749, 8.529], [-1.747, 0.495, 10.555], [-1.709, 2.937, 9.104], [-0.005, -0.705, 3.721], [2.072, -0.993, 5.791], [0.720, -1.216, 8.715], [-2.067, 3.255, 8.299], [-1.782, 0.830, 9.611], [-0.583, -2.007, 5.061], [-3.755, -2.169, 6.383], [-0.722, -3.067, 6.049], [2.001, -0.262, 5.195], [-4.511, 0.795, 4.357], [-3.304, 0.027, 8.202], [2.276, 1.896, 7.288], [-0.951, 3.399, 5.687], [-3.487, 0.160, 5.364], [0.483, -1.783, 9.472], [3.692, 1.523, 7.703], [-0.785, 2.939, 8.905], [-2.027, 2.379, 2.983], [1.456, 1.961, 9.250], [-2.101, 1.283, 3.992], [-0.611, 1.196, 7.113], [-2.502, -1.943, 5.388], [-0.055, -1.383, 8.161], [-2.691, -1.761, 7.667], [-0.756, -0.222, 6.553], [-1.438, 1.153, 11.112], [-3.044, 1.212, 7.559], [-0.585, 0.027, 3.588], [-1.699, 2.186, 6.017], [-1.915, -2.047, 8.917], [0.748, -0.637, 3.078], [0.728, 0.820, 8.512], [1.267, -1.475, 5.925]],
  "mulliken_charge": [-0.744, -0.727, -0.675, -0.676, 0.378, -0.638, -0.669, -0.540, -0.523, -0.654, -0.632, -0.649, -0.615, -0.612, -0.625, 0.298, 0.349, 0.290, 0.335, 0.234, 0.294, 0.272, 0.451, 0.375, 0.349, 0.407, 0.358, 0.291, 0.305, 0.323, 0.311, 0.211, 0.250, 0.311, 0.103, 0.106, -0.188, 0.268, 0.282, 0.425, 0.303, 0.315, 0.283, 0.292, 0.397]
}

=====

Quick ranking, most stable first: *w*, *z*, *y*, *x*.